(1)
{
  "formula": "C40H104O40P8S4",
  "method": "wB97M-V/def2-TZVPD",
  "homo_lumo_gap_ev": 9.913,
  "energy_ha": -8919.99023,
  "smiles": "COP(=O)(OC)OC.COP(=O)(OC)OC.COP(=O)(OC)OC.COP(=O)(OC)OC.COP(=O)(OC)OC.COP(=O)(OC)OC.COP(=O)(OC)OC.COP(=O)(OC)OC.O=S1(=O)CCCC1.O=S1(=O)CCCC1.O=S1(=O)CCCC1.O=S1(=O)CCCC1",
  "species": ["C", "O", "P", "O", "O", "C", "O", "C", "H", "H", "H", "H", "H", "H", "H", "H", "H", "C", "O", "P", "O", "O", "C", "O", "C", "H", "H", "H", "H", "H", "H", "H", "H", "H", "C", "O", "P", "O", "O", "C", "O", "C", "H", "H", "H", "H", "H", "H", "H", "H", "H", "C", "O", "P", "O", "O", "C", "O", "C", "H", "H", "H", "H", "H", "H", "H", "H", "H", "C", "O", "P", "O", "O", "C", "O", "C", "H", "H", "H", "H", "H", "H", "H", "H", "H", "C", "O", "P", "O", "O", "C", "O", "C", "H", "H", "H", "H", "H", "H", "H", "H", "H", "C", "O", "P", "O", "O", "C", "O", "C", "H", "H", "H", "H", "H", "H", "H", "H", "H", "C", "O", "P", "O", "O", "C", "O", "C", "H", "H", "H", "H", "H", "H", "H", "H", "H", "O", "S", "O", "C", "C", "C", "C", "H", "H", "H", "H", "H", "H", "H", "H", "O", "S", "O", "C", "C", "C", "C", "H", "H", "H", "H", "H", "H", "H", "H", "O", "S", "O", "C", "C", "C", "C", "H", "H", "H", "H", "H", "H", "H", "H", "O", "S", "O", "C", "C", "C", "C", "H", "H", "H", "H", "H", "H", "H", "H"],
  "positions_angstrom": [[8.126, -3.959, -1.977], [8.771, -5.160, -2.254], [10.423, -5.323, -2.016], [11.030, -4.745, -0.785], [10.583, -6.966, -2.203], [9.958, -7.872, -1.316], [10.982, -4.815, -3.479], [10.597, -5.577, -4.648], [8.198, -3.127, -2.677], [8.533, -3.508, -1.072], [7.115, -4.302, -1.755], [10.586, -8.744, -1.132], [9.062, -8.277, -1.787], [9.813, -7.469, -0.314], [11.509, -5.947, -5.118], [10.252, -4.783, -5.310], [9.790, -6.306, -4.565], [-5.549, 8.976, -4.014], [-5.465, 7.834, -3.246], [-6.585, 6.718, -3.414], [-6.851, 6.439, -4.787], [-7.840, 7.089, -2.486], [-7.792, 7.268, -1.060], [-6.005, 5.478, -2.648], [-4.834, 4.804, -3.118], [-5.614, 9.753, -3.252], [-6.475, 9.084, -4.579], [-4.620, 9.136, -4.562], [-8.468, 6.644, -0.475], [-8.075, 8.271, -0.741], [-6.800, 7.029, -0.676], [-5.206, 3.803, -3.340], [-3.919, 4.877, -2.532], [-4.633, 5.153, -4.131], [5.141, 4.676, 0.596], [5.949, 3.505, 0.323], [7.628, 3.510, 0.276], [8.227, 4.422, -0.704], [8.121, 2.025, -0.019], [9.399, 1.532, 0.278], [7.997, 3.749, 1.879], [7.434, 2.976, 2.854], [4.490, 5.092, -0.173], [5.869, 5.454, 0.824], [4.565, 4.591, 1.517], [9.239, 0.775, 1.046], [10.030, 2.345, 0.638], [9.945, 1.048, -0.532], [7.467, 3.358, 3.875], [7.894, 1.989, 2.819], [6.386, 2.853, 2.578], [1.095, -0.696, 2.113], [0.777, 0.084, 0.956], [0.828, -0.569, -0.513], [2.110, -1.205, -0.804], [-0.559, -1.422, -0.522], [-1.888, -0.837, -0.312], [0.311, 0.639, -1.511], [0.997, 1.859, -1.620], [2.099, -1.063, 1.897], [0.408, -1.535, 2.223], [1.078, -0.066, 3.003], [-2.098, -0.896, 0.756], [-2.702, -1.360, -0.815], [-1.864, 0.148, -0.778], [1.215, 2.080, -2.664], [1.988, 1.838, -1.167], [0.465, 2.748, -1.279], [-3.846, -3.130, -7.642], [-4.698, -3.023, -6.535], [-4.923, -1.681, -5.666], [-5.610, -0.591, -6.376], [-5.664, -2.281, -4.340], [-6.986, -2.897, -4.340], [-3.464, -1.380, -5.129], [-2.717, -0.439, -5.787], [-4.408, -3.504, -8.498], [-2.996, -3.697, -7.261], [-3.398, -2.221, -8.044], [-7.181, -3.352, -5.311], [-7.739, -2.133, -4.147], [-6.867, -3.699, -3.611], [-1.743, -0.671, -6.217], [-2.356, 0.154, -4.947], [-3.342, 0.229, -6.380], [-0.446, -6.889, 3.695], [-1.331, -5.956, 3.069], [-2.886, -5.978, 3.081], [-3.662, -5.100, 2.137], [-3.121, -7.568, 2.898], [-4.081, -8.114, 3.722], [-3.217, -5.621, 4.643], [-3.664, -4.304, 5.086], [-0.978, -7.468, 4.450], [0.357, -6.306, 4.146], [-0.055, -7.533, 2.907], [-3.653, -8.633, 4.579], [-4.579, -8.959, 3.247], [-4.800, -7.371, 4.068], [-4.249, -4.378, 6.003], [-4.219, -3.647, 4.417], [-2.719, -3.809, 5.311], [5.103, -4.036, 5.503], [6.462, -3.485, 5.563], [7.331, -3.383, 4.184], [6.869, -2.399, 3.064], [8.845, -3.049, 4.712], [9.951, -3.221, 3.822], [7.416, -4.891, 3.635], [6.384, -5.547, 2.950], [4.667, -4.140, 4.510], [4.613, -3.257, 6.088], [5.053, -4.972, 6.060], [9.834, -4.043, 3.115], [10.683, -3.525, 4.570], [10.343, -2.346, 3.302], [5.942, -6.313, 3.588], [6.698, -5.964, 1.993], [5.500, -4.937, 2.762], [-7.426, -1.139, 1.478], [-7.959, -0.204, 2.362], [-7.060, 0.436, 3.539], [-5.554, 0.413, 3.477], [-7.624, 1.953, 3.607], [-9.021, 2.099, 3.883], [-7.661, -0.262, 4.872], [-8.607, -1.376, 4.851], [-6.807, -0.614, 0.750], [-8.226, -1.393, 0.784], [-6.794, -1.967, 1.799], [-9.537, 2.718, 3.148], [-9.039, 2.787, 4.728], [-9.700, 1.246, 3.897], [-8.085, -2.275, 5.178], [-9.266, -1.488, 3.990], [-9.230, -1.139, 5.713], [0.077, -9.217, -3.798], [-0.399, -8.632, -2.546], [0.270, -9.136, -1.339], [-0.342, -6.709, -2.632], [-1.464, -6.481, -3.694], [-2.604, -7.300, -3.116], [-2.160, -8.683, -2.605], [0.591, -6.339, -3.055], [-0.640, -6.145, -1.748], [-1.729, -5.424, -3.688], [-1.203, -6.734, -4.721], [-3.612, -7.262, -3.528], [-2.810, -6.659, -2.259], [-2.256, -9.609, -3.173], [-2.507, -8.711, -1.572], [-1.252, 7.599, -6.337], [-0.846, 6.799, -7.478], [-0.257, 5.490, -7.256], [-2.170, 6.786, -8.785], [-1.856, 7.966, -9.725], [-0.300, 8.100, -9.955], [0.240, 7.856, -8.507], [-3.176, 6.743, -8.368], [-1.912, 5.939, -9.421], [-2.246, 7.895, -10.740], [-2.192, 8.890, -9.255], [-0.201, 9.119, -10.331], [0.014, 7.437, -10.761], [0.230, 8.791, -7.946], [1.248, 7.447, -8.567], [0.913, 3.683, 5.665], [1.247, 3.718, 7.050], [1.110, 4.897, 7.884], [0.672, 2.310, 7.954], [1.909, 1.423, 8.180], [3.089, 1.759, 7.274], [3.142, 3.291, 7.006], [-0.134, 1.662, 7.608], [0.330, 2.686, 8.919], [2.357, 1.594, 9.159], [1.672, 0.362, 8.098], [2.967, 1.189, 6.354], [4.024, 1.474, 7.758], [3.626, 3.776, 6.158], [3.420, 3.865, 7.889], [-4.717, 8.324, 3.871], [-3.536, 7.488, 4.042], [-2.684, 7.605, 5.161], [-3.813, 5.801, 3.621], [-2.978, 5.348, 2.367], [-1.964, 6.503, 2.058], [-2.400, 7.823, 2.621], [-4.857, 5.675, 3.332], [-3.773, 5.183, 4.518], [-2.439, 4.407, 2.263], [-3.693, 5.259, 1.548], [-1.762, 6.590, 0.991], [-1.066, 6.110, 2.536], [-2.899, 8.268, 1.760], [-1.797, 8.653, 2.989]]
}

---

(2)
{
  "formula": "C40H107N9O11",
  "method": "wB97M-V/def2-TZVPD",
  "e_above_lowest_kj_mol": 2829.0,
  "homo_lumo_gap_ev": 7.147,
  "energy_ha": -2907.33016,
  "species": ["C", "O", "C", "C", "N", "C", "C", "O", "C", "H", "H", "H", "H", "H", "H", "H", "H", "H", "H", "H", "H", "H", "H", "H", "C", "O", "C", "C", "N", "C", "C", "O", "C", "H", "H", "H", "H", "H", "H", "H", "H", "H", "H", "H", "H", "H", "H", "H", "C", "C", "C", "O", "C", "N", "H", "H", "H", "H", "H", "H", "H", "H", "H", "H", "H", "C", "C", "C", "O", "C", "N", "H", "H", "H", "H", "H", "H", "H", "H", "H", "H", "H", "C", "C", "C", "O", "C", "N", "H", "H", "H", "H", "H", "H", "H", "H", "H", "H", "H", "C", "C", "C", "O", "C", "N", "H", "H", "H", "H", "H", "H", "H", "H", "H", "H", "H", "C", "C", "C", "O", "C", "N", "H", "H", "H", "H", "H", "H", "H", "H", "H", "H", "H", "C", "C", "C", "O", "C", "N", "H", "H", "H", "H", "H", "H", "H", "H", "H", "H", "H", "C", "C", "C", "O", "C", "N", "H", "H", "H", "H", "H", "H", "H", "H", "H", "H", "H"],
  "positions_angstrom": [[2.764, -4.334, -2.305], [3.258, -3.219, -3.052], [3.043, -3.134, -4.456], [3.106, -1.715, -5.053], [2.008, -0.980, -4.495], [1.954, 0.310, -5.185], [1.129, 1.365, -4.369], [1.908, 1.784, -3.238], [1.408, 2.843, -2.461], [1.782, -4.659, -2.651], [2.637, -4.119, -1.244], [3.406, -5.197, -2.482], [2.046, -3.500, -4.703], [3.730, -3.821, -4.950], [3.115, -1.809, -6.139], [4.026, -1.280, -4.661], [2.015, -0.815, -3.499], [1.413, 0.265, -6.130], [2.908, 0.798, -5.385], [0.133, 0.956, -4.197], [0.894, 2.227, -4.994], [1.385, 3.769, -3.036], [2.089, 3.129, -1.659], [0.401, 2.745, -2.056], [-3.804, -0.271, 2.743], [-3.654, 0.616, 1.675], [-3.752, 1.987, 1.995], [-3.770, 2.919, 0.726], [-2.460, 3.112, -0.007], [-1.370, 3.783, 0.726], [-1.709, 5.272, 0.960], [-2.602, 5.468, 2.076], [-2.876, 6.893, 2.316], [-3.049, -0.069, 3.502], [-3.693, -1.281, 2.347], [-4.725, -0.112, 3.303], [-2.915, 2.169, 2.669], [-4.661, 2.129, 2.580], [-4.181, 3.915, 0.888], [-4.494, 2.460, 0.052], [-2.203, 2.157, -0.214], [-0.454, 3.790, 0.134], [-1.247, 3.231, 1.657], [-2.066, 5.642, -0.001], [-0.778, 5.784, 1.202], [-3.690, 7.006, 3.032], [-3.176, 7.363, 1.379], [-2.012, 7.436, 2.701], [4.404, -1.456, 3.991], [4.139, -2.245, 2.647], [3.882, -1.236, 1.505], [2.852, -0.262, 1.656], [1.542, -0.767, 1.448], [5.326, -3.054, 2.380], [3.486, -0.900, 4.182], [5.246, -0.767, 3.933], [4.460, -2.123, 4.851], [3.270, -2.859, 2.885], [3.775, -1.759, 0.555], [4.763, -0.640, 1.265], [0.905, 0.117, 1.439], [1.338, -1.434, 2.286], [1.482, -1.229, 0.463], [5.247, -3.639, 1.561], [6.190, -2.542, 2.480], [-4.690, -0.590, 0.084], [-3.418, -1.388, -0.011], [-3.734, -2.897, -0.289], [-2.561, -3.701, -0.297], [-2.877, -4.983, -0.740], [-2.558, -0.845, -1.015], [-5.224, -0.478, -0.859], [-4.488, 0.445, 0.362], [-5.395, -0.926, 0.844], [-2.879, -1.293, 0.932], [-4.277, -2.895, -1.234], [-4.454, -3.172, 0.482], [-1.967, -5.572, -0.850], [-3.395, -5.039, -1.697], [-3.475, -5.482, 0.022], [-1.990, -1.635, -1.287], [-3.164, -0.670, -1.804], [-4.374, 3.804, -3.349], [-4.738, 2.483, -2.631], [-3.495, 1.660, -2.213], [-2.869, 1.145, -3.393], [-1.764, 0.340, -3.118], [-5.505, 2.814, -1.465], [-3.943, 3.637, -4.337], [-3.724, 4.490, -2.807], [-5.264, 4.342, -3.675], [-5.279, 1.766, -3.250], [-3.768, 0.764, -1.655], [-2.874, 2.263, -1.551], [-0.949, 0.965, -2.750], [-1.556, -0.121, -4.083], [-1.869, -0.377, -2.304], [-4.923, 3.459, -0.951], [-6.373, 3.258, -1.728], [-1.221, 1.060, 4.388], [0.288, 1.310, 4.472], [1.153, -0.009, 4.286], [0.692, -1.134, 5.048], [1.718, -2.143, 5.212], [0.654, 2.400, 3.577], [-1.461, 0.574, 5.333], [-1.442, 0.372, 3.571], [-1.781, 1.993, 4.326], [0.613, 1.532, 5.489], [2.179, 0.304, 4.483], [1.135, -0.360, 3.254], [2.522, -1.879, 5.899], [2.150, -2.414, 4.249], [1.366, -3.024, 5.748], [0.122, 2.157, 2.754], [1.661, 2.429, 3.499], [-0.750, 0.821, 1.540], [-0.961, 1.026, 0.026], [-0.198, 0.010, -0.915], [1.224, 0.182, -0.809], [1.993, -0.622, -1.696], [-2.410, 0.932, -0.090], [0.231, 1.124, 1.905], [-0.995, -0.186, 1.878], [-1.431, 1.452, 2.111], [-0.571, 2.015, -0.216], [-0.522, 0.074, -1.954], [-0.486, -1.028, -0.744], [3.019, -0.263, -1.613], [1.683, -0.560, -2.739], [2.068, -1.686, -1.471], [-2.730, 0.022, -0.390], [-2.908, 1.013, 0.785], [8.505, 0.667, -3.832], [7.450, 0.808, -2.731], [6.035, 1.133, -3.253], [5.164, 1.012, -2.140], [3.746, 1.168, -2.426], [7.572, -0.411, -2.086], [8.181, -0.057, -4.579], [9.504, 0.447, -3.454], [8.601, 1.595, -4.396], [7.820, 1.533, -2.006], [5.753, 0.391, -4.000], [6.044, 2.111, -3.734], [3.255, 1.270, -1.458], [3.407, 0.230, -2.866], [3.472, 2.029, -3.035], [6.904, -0.431, -1.328], [7.203, -1.144, -2.675], [-1.034, -1.418, 3.010], [-1.149, -2.763, 2.193], [-2.450, -3.501, 2.478], [-2.581, -4.056, 3.762], [-3.849, -4.658, 4.059], [-0.967, -2.355, 0.832], [-0.118, -0.898, 2.729], [-1.024, -1.501, 4.097], [-1.912, -0.803, 2.814], [-0.258, -3.326, 2.473], [-2.558, -4.355, 1.808], [-3.275, -2.820, 2.269], [-4.015, -4.848, 5.119], [-4.021, -5.605, 3.546], [-4.668, -4.076, 3.637], [-1.503, -3.092, 0.399], [-1.553, -1.560, 0.619]]
}